A molecular structure, C12H33BrN3O5V, computed with ωB97M-V/def2-TZVPD.

Geometry as ORCA input:
```
! RIJCOSX wB97M-V def2-TZVPD def2/J DEFGRID3
* xyz 0 1
O -3.764 -2.464 3.571
V -4.108 -2.691 2.022
O -5.323 -3.729 1.874
Br -1.891 -0.712 1.623
C -1.961 -3.015 -3.674
C -1.639 -2.746 -2.175
C -0.119 -2.569 -2.072
O 0.362 -1.416 -2.712
C 1.658 -1.005 -2.506
N -2.200 -1.451 -1.708
H -1.607 -3.963 -4.080
H -1.505 -2.395 -4.445
H -3.027 -2.950 -3.894
H -1.910 -3.577 -1.525
H 0.465 -3.425 -2.412
H 0.125 -2.551 -1.010
H 1.841 0.009 -2.861
H 2.385 -1.714 -2.903
H 1.813 -1.010 -1.427
H -1.518 -0.855 -2.157
H -2.003 -1.270 -0.734
C 0.939 4.004 -0.173
C -0.305 3.248 0.267
C -1.331 2.733 -0.815
O -0.570 2.052 -1.754
C -1.427 1.820 -2.923
N 0.125 2.103 1.030
H 1.388 4.421 0.729
H 0.783 4.807 -0.893
H 1.616 3.408 -0.785
H -0.781 3.909 0.991
H -1.880 3.592 -1.202
H -2.060 1.978 -0.520
H -0.803 1.103 -3.456
H -1.672 2.644 -3.593
H -2.319 1.210 -2.778
H 0.576 1.515 0.344
H -0.675 1.540 1.284
C 1.371 -1.514 4.451
C 1.671 -0.221 3.756
C 2.246 -0.222 2.237
O 2.567 1.122 1.901
C 3.103 1.296 0.578
N 0.524 0.686 3.867
H 1.019 -1.316 5.463
H 2.344 -2.006 4.471
H 0.653 -2.150 3.933
H 2.373 0.315 4.395
H 1.592 -0.744 1.540
H 3.168 -0.791 2.123
H 2.311 1.319 -0.171
H 3.952 0.699 0.246
H 3.390 2.339 0.449
H -0.205 0.158 3.408
H 0.244 0.442 4.806
*
```

Values from the calculation:
- Highest occupied orbital energy: -8.05 eV
- Kohn-Sham gap: 4.307 eV
- Energy relative to the best compared isomer or geometry (same formula, charge and spin): 149.8 kcal/mol

Atomic partial charges in e from the Löwdin method, atoms 1 to 5:
1 O -0.32
2 V 0.99
3 O -0.32
4 Br 0.10
5 C -0.06

***

A molecular structure, C12H33ClFeIN2P2S, computed with ωB97M-V/def2-TZVPD.

Geometry as ORCA input:
```
! RIJCOSX wB97M-V def2-TZVPD def2/J DEFGRID3
* xyz 2 6
C 0.203 -0.072 -3.976
I -2.704 -0.115 -2.473
H 1.292 -0.084 -4.135
H -0.242 0.758 -4.547
H -0.233 -1.000 -4.373
Fe -0.305 0.042 -2.073
P -0.076 2.347 -2.058
C -1.596 3.360 -1.945
C 0.882 3.057 -0.664
H 1.140 4.090 -0.929
H 0.911 4.107 -3.349
H 1.801 2.478 -0.517
H 1.837 2.578 -3.525
H -1.986 3.329 -0.920
H 0.282 3.042 0.253
C 0.834 3.021 -3.487
H -1.328 4.391 -2.212
H 0.297 2.797 -4.416
H -2.356 2.973 -2.633
P -0.094 -2.200 -1.621
C -1.563 -3.244 -1.312
C 0.784 -3.057 -2.974
H 1.849 -2.076 -0.185
H 1.135 -3.722 -0.232
H 0.374 -2.426 0.755
C 0.917 -2.648 -0.172
H 1.775 -2.605 -3.109
H 0.888 -4.113 -2.690
H -1.235 -4.291 -1.250
H -2.292 -3.120 -2.118
H 0.215 -2.973 -3.908
H -2.027 -2.947 -0.365
Cl 1.901 0.124 -1.511
C -1.417 -1.944 4.718
C -0.449 -1.656 3.584
N -1.130 -0.924 2.506
C -0.585 0.059 1.775
S -1.432 0.665 0.429
N 0.596 0.608 2.227
C 0.479 1.465 3.436
C 1.832 1.564 4.116
H -1.946 -1.037 5.035
H -0.871 -2.341 5.578
H -2.160 -2.690 4.416
H 0.400 -1.048 3.912
H -0.043 -2.596 3.175
H -2.009 -1.304 2.152
H 1.102 1.100 1.486
H 0.119 2.467 3.140
H -0.276 1.026 4.102
H 2.533 2.161 3.522
H 1.707 2.051 5.088
H 2.271 0.572 4.276
*
```

Values from the calculation:
- Highest occupied orbital energy (spin up / spin down): -14.35 / -15.37 eV
- Expectation value of S²: 8.86
- Kohn-Sham gap (spin up / spin down): 5.753 / 5.203 eV
- Energy relative to the best compared isomer or geometry (same formula, charge and spin): 50.9 kcal/mol

Atomic partial charges in e from the Löwdin method, atoms 1 to 5:
1 C -0.25
2 I 0.76
3 H 0.04
4 H 0.02
5 H 0.01

***

A molecular structure, C12H33ClFeN3O3, computed with ωB97M-V/def2-TZVPD.

Geometry as ORCA input:
```
! RIJCOSX wB97M-V def2-TZVPD def2/J DEFGRID3
* xyz 1 9
Fe 2.902 -2.017 7.087
Cl 2.911 -0.479 5.311
C 3.078 2.528 0.382
C 3.198 2.236 1.866
C 3.216 3.517 2.681
O 4.281 4.322 2.260
C 4.072 5.696 2.489
N 2.047 1.406 2.325
H 2.103 2.969 0.183
H 3.205 1.624 -0.215
H 3.869 3.215 0.084
H 4.140 1.699 2.062
H 3.396 3.266 3.747
H 2.252 4.033 2.603
H 3.083 6.016 2.124
H 4.819 6.270 1.951
H 4.062 5.926 3.565
H 2.289 1.200 3.298
H 2.245 0.494 1.907
C 6.757 0.214 5.194
C 6.351 1.631 5.704
C 6.244 2.616 4.537
O 7.557 2.881 4.165
C 7.629 3.818 3.100
N 5.135 1.497 6.394
H 6.699 -0.544 5.981
H 7.783 0.273 4.841
H 6.073 -0.159 4.430
H 7.141 1.950 6.386
H 5.752 3.555 4.841
H 5.636 2.213 3.714
H 7.110 3.437 2.219
H 8.685 3.974 2.897
H 7.207 4.784 3.398
H 5.127 1.043 7.325
H 4.362 1.066 5.847
C -1.347 -1.627 7.956
C 0.105 -1.392 7.590
C 0.713 -0.358 8.508
O 2.144 -0.369 8.375
C 2.749 0.773 8.971
N 0.955 -2.605 7.718
H -1.699 -2.530 7.461
H -1.958 -0.805 7.581
H -1.473 -1.668 9.036
H 0.199 -1.007 6.571
H 0.459 -0.614 9.549
H 0.262 0.622 8.332
H 3.818 0.562 9.031
H 2.365 0.910 9.985
H 2.529 1.667 8.384
H 0.499 -3.394 7.258
H 0.878 -2.924 8.700
*
```

Values from the calculation:
- Highest occupied orbital energy (spin up / spin down): -6.43 / -12.00 eV
- Expectation value of S²: 20.01
- Kohn-Sham gap (spin up / spin down): 4.138 / 5.001 eV
- Energy relative to the best compared isomer or geometry (same formula, charge and spin): 0.0 kcal/mol

Atomic partial charges in e from the Löwdin method, atoms 1 to 5:
1 Fe 0.62
2 Cl -0.04
3 C -0.05
4 C -0.45
5 C -0.24

***

A molecular structure, C12H33FInN3O3, computed with ωB97M-V/def2-TZVPD.

Geometry as ORCA input:
```
! RIJCOSX wB97M-V def2-TZVPD def2/J DEFGRID3
* xyz 1 2
In 0.064 0.544 -0.147
F 2.506 1.515 1.188
C -4.726 1.839 -1.297
C -3.219 1.514 -1.400
C -2.548 2.396 -2.499
O -1.140 1.976 -2.574
C -0.617 2.291 -3.859
N -2.648 1.634 -0.093
H -5.225 1.144 -0.622
H -5.221 1.714 -2.260
H -5.064 2.805 -0.921
H -3.074 0.503 -1.783
H -2.602 3.436 -2.175
H -3.020 2.274 -3.473
H -0.828 3.331 -4.112
H -0.935 1.573 -4.614
H 0.471 2.322 -3.798
H -3.333 1.160 0.479
H -2.764 2.571 0.266
C 3.734 -0.885 -0.957
C 2.820 -1.178 -2.127
C 1.850 -2.347 -1.919
O 0.915 -2.246 -0.801
C 0.453 -3.492 -0.354
N 2.102 -0.003 -2.500
H 4.142 -1.848 -0.650
H 3.151 -0.586 -0.086
H 4.627 -0.297 -1.166
H 3.400 -1.400 -3.023
H 2.413 -3.278 -1.982
H 1.340 -2.310 -2.882
H 1.271 -4.129 -0.019
H -0.060 -4.026 -1.154
H -0.173 -3.350 0.527
H 1.709 -0.199 -3.410
H 2.768 0.727 -2.707
C 1.455 -2.130 4.221
C 0.687 -1.215 3.269
C 0.353 0.220 3.731
O -0.412 0.839 2.690
C -1.335 1.840 3.243
N 1.514 -1.161 2.042
H 0.765 -2.341 5.038
H 2.309 -1.582 4.619
H 1.796 -3.077 3.804
H -0.216 -1.796 3.082
H 1.278 0.791 3.815
H -0.198 0.189 4.671
H -0.916 2.479 4.020
H -2.073 1.233 3.767
H -1.848 2.443 2.494
H 2.172 -0.461 2.355
H 2.129 -1.963 2.038
*
```

Values from the calculation:
- Highest occupied orbital energy (spin up / spin down): -11.90 / -11.70 eV
- Expectation value of S²: 0.78
- Kohn-Sham gap (spin up / spin down): 9.202 / 5.240 eV
- Energy relative to the best compared isomer or geometry (same formula, charge and spin): 6.3 kcal/mol

Atomic partial charges in e from the Löwdin method, atoms 1 to 5:
1 In 1.20
2 F -0.38
3 C -0.05
4 C -0.43
5 C -0.14

***

A molecular structure, C12H33N2O4Zn, computed with ωB97M-V/def2-TZVPD.

Geometry as ORCA input:
```
! RIJCOSX wB97M-V def2-TZVPD def2/J DEFGRID3
* xyz 1 1
Zn 0.506 0.790 0.590
C 3.660 2.066 1.351
C 2.643 2.647 0.428
C 2.886 2.172 -1.012
O 1.310 2.436 0.827
H 3.476 0.976 1.489
H 3.498 2.341 2.411
H 4.690 2.189 1.018
H 2.654 3.720 0.448
H 2.928 1.106 -1.012
H 3.773 2.528 -1.478
H 1.955 2.547 -1.571
C -2.780 1.267 -2.259
C -1.807 1.529 -1.100
C -2.420 1.126 0.229
O -1.544 1.331 1.311
C -1.468 2.608 1.915
N -0.540 0.823 -1.288
H -3.782 1.358 -1.827
H -2.769 0.221 -2.564
H -2.624 1.924 -3.139
H -1.487 2.581 -1.110
H -2.719 0.059 0.248
H -3.338 1.705 0.281
H -0.867 3.254 1.278
H -0.908 2.462 2.858
H -2.464 3.038 2.161
H -0.002 1.340 -1.975
H -0.622 -0.116 -1.633
C -0.029 -3.117 2.425
C 0.786 -1.998 1.835
C 0.945 -2.201 0.281
O 1.547 -1.048 -0.403
C 1.764 -1.303 -1.868
N 0.104 -0.674 2.040
H -1.028 -3.181 2.015
H -0.102 -3.026 3.478
H 0.500 -4.046 2.148
H 1.751 -1.976 2.383
H -0.078 -2.251 -0.140
H 1.540 -3.116 0.072
H 0.757 -1.219 -2.391
H 2.276 -2.224 -1.992
H 2.390 -0.455 -2.127
H -0.898 -0.710 1.907
H 0.396 -0.377 2.962
C -2.458 -3.428 -1.312
O -1.810 -2.356 -1.984
H -2.425 -4.366 -1.837
H -2.071 -3.477 -0.324
H -3.482 -3.156 -1.166
H -2.214 -2.322 -2.874
*
```

Values from the calculation:
- Highest occupied orbital energy: -11.58 eV
- Kohn-Sham gap: 9.359 eV
- Energy relative to the best compared isomer or geometry (same formula, charge and spin): 3.7 kcal/mol

Atomic partial charges in e from the Löwdin method, atoms 1 to 5:
1 Zn 0.75
2 C -0.07
3 C -0.58
4 C -0.05
5 O -0.31

***

A molecular structure, C12H34Be2N2O8, computed with ωB97M-V/def2-TZVPD.

Geometry as ORCA input:
```
! RIJCOSX wB97M-V def2-TZVPD def2/J DEFGRID3
* xyz 2 1
Be 1.338 -4.384 -1.090
Be 4.370 1.041 2.596
C 2.407 -0.316 -0.820
O 1.921 -0.854 -1.805
O 2.701 -1.106 0.087
O 2.638 0.870 -0.656
C -3.619 -4.940 0.655
C -2.872 -3.613 0.679
C -2.067 -3.305 2.024
O -0.908 -4.241 1.990
C -0.117 -4.118 3.151
N -2.079 -3.527 -0.597
H -4.338 -5.119 -0.144
H -4.166 -5.042 1.593
H -2.916 -5.772 0.619
H -3.542 -2.764 0.539
H -2.571 -3.396 2.987
H -1.662 -2.294 2.079
H -0.601 -4.538 4.033
H 0.050 -3.086 3.460
H 0.912 -4.412 2.945
H -2.640 -3.842 -1.376
H -2.016 -2.535 -0.777
C -0.191 4.704 3.093
C 0.881 3.711 3.604
C 0.325 2.304 3.543
O 1.108 1.396 4.315
C 0.782 1.304 5.741
N 1.985 3.806 2.614
H 0.106 5.715 3.373
H -1.178 4.721 3.554
H -0.325 4.616 2.015
H 1.126 3.941 4.641
H 0.120 2.058 2.501
H -0.704 2.254 3.898
H 1.262 0.462 6.241
H -0.239 0.953 5.888
H 1.027 2.165 6.363
H 2.283 4.767 2.531
H 1.586 3.742 1.689
C 2.826 -0.536 -7.157
O 3.170 -1.358 -6.099
H 1.771 -0.788 -7.264
H 2.960 0.540 -7.040
H 3.384 -0.814 -8.051
H 2.817 -0.986 -5.288
C -2.617 0.021 -4.348
O -2.229 0.286 -2.943
H -2.605 0.865 -5.038
H -1.861 -0.626 -4.792
H -3.636 -0.346 -4.470
H -1.307 0.554 -2.920
C 0.986 3.645 -3.994
O 1.822 4.165 -3.034
H 1.190 4.149 -4.939
H 1.006 2.560 -4.087
H -0.044 3.916 -3.763
H 2.188 3.422 -2.550
*
```

Values from the calculation:
- Highest occupied orbital energy: -13.79 eV
- Kohn-Sham gap: 1.869 eV
- Energy relative to the best compared isomer or geometry (same formula, charge and spin): 271.5 kcal/mol

Atomic partial charges in e from the Löwdin method, atoms 1 to 5:
1 Be 0.84
2 Be 0.83
3 C -0.98
4 O 0.24
5 O 0.22

***

8 unconnected molecules or ions with the total composition C12H34N2O14, computed with ωB97M-V/def2-TZVPD.

Geometry as ORCA input:
```
! RIJCOSX wB97M-V def2-TZVPD def2/J DEFGRID3
* xyz 0 1
C -0.284 1.706 0.811
O 0.679 1.972 -0.206
H -1.262 2.183 0.746
H -0.518 0.640 0.752
H 0.128 1.991 1.781
H 1.536 1.635 0.075
C 4.201 1.332 -1.602
O 3.609 1.015 -0.354
H 4.827 2.214 -1.468
H 4.807 0.517 -2.004
H 3.385 1.495 -2.305
H 4.201 1.188 0.380
C -1.319 3.928 -1.721
O -0.149 3.685 -2.479
H -2.014 3.101 -1.893
H -1.099 4.118 -0.671
H -1.828 4.785 -2.163
H 0.336 2.997 -2.009
C -1.622 -0.217 -2.658
O -2.993 -0.062 -2.929
H -1.504 -0.291 -1.578
H -1.099 -1.037 -3.155
H -1.066 0.648 -3.038
H -3.090 -0.330 -3.847
C 0.017 5.169 2.497
N -0.124 6.257 3.462
O -0.901 7.174 3.239
O 0.577 6.180 4.469
H 1.068 4.932 2.354
H -0.463 5.491 1.576
H -0.475 4.309 2.950
C -4.264 0.552 2.991
N -4.715 1.415 1.865
O -5.912 1.662 1.774
O -3.885 1.882 1.108
H -5.088 -0.142 3.142
H -4.077 1.199 3.842
H -3.423 -0.022 2.609
C -0.744 -5.330 -1.836
O -0.426 -3.937 -1.814
C 0.751 -3.501 -2.226
O 1.670 -4.130 -2.720
O 0.764 -2.208 -1.890
C 1.919 -1.378 -2.108
H -0.139 -5.953 -2.496
H -1.759 -5.462 -2.207
H -0.672 -5.724 -0.824
H 2.837 -1.840 -1.748
H 1.756 -0.421 -1.617
H 2.117 -1.123 -3.151
C 1.592 -1.370 1.626
O 1.754 -2.615 1.031
C 1.203 -3.676 1.600
O 0.449 -3.653 2.538
O 1.566 -4.735 0.871
C 1.199 -6.035 1.238
H 0.615 -1.192 2.077
H 1.648 -0.584 0.873
H 2.371 -1.200 2.370
H 1.877 -6.341 2.037
H 1.271 -6.726 0.402
H 0.185 -6.136 1.629
*
```

Values from the calculation:
- Highest occupied orbital energy: -9.82 eV
- Kohn-Sham gap: 9.866 eV
- Energy relative to the best compared isomer or geometry (same formula, charge and spin): 11.5 kcal/mol
- SMILES: C[N+](=O)[O-].C[N+](=O)[O-].COC(=O)OC.COC(=O)OC.CO.CO.CO.CO

Atomic partial charges in e from the Löwdin method, atoms 1 to 5:
1 C -0.14
2 O -0.13
3 H 0.06
4 H 0.07
5 H 0.08

***

5 unconnected molecules or ions with the total composition C12H34NO7P, computed with ωB97M-V/def2-TZVPD.

Geometry as ORCA input:
```
! RIJCOSX wB97M-V def2-TZVPD def2/J DEFGRID3
* xyz 0 1
C 1.696 -2.194 -0.147
C 1.022 -1.485 -1.335
C 1.626 -0.080 -1.558
N 0.723 1.082 -1.323
C -0.308 1.196 -2.275
O -0.433 2.095 -3.059
O -1.174 0.152 -2.246
C -2.536 0.467 -1.935
C -2.750 1.629 -0.997
O -2.153 1.337 0.271
P 1.462 2.638 -1.005
C 3.179 2.538 -1.675
C 1.774 2.468 0.808
H 2.648 -2.654 -0.418
H 1.806 -1.505 0.692
H 1.041 -3.000 0.201
H 1.199 -2.079 -2.235
H -0.045 -1.434 -1.151
H 2.078 0.003 -2.553
H 2.443 0.035 -0.841
H -2.952 -0.418 -1.459
H -3.083 0.660 -2.864
H -2.389 2.577 -1.407
H -3.838 1.717 -0.872
H -1.955 2.168 0.716
H 3.915 2.419 -0.877
H 3.312 1.777 -2.442
H 3.373 3.503 -2.149
H 1.033 3.067 1.338
H 1.731 1.427 1.141
H 2.765 2.869 1.036
C -2.657 -2.502 1.447
O -2.737 -1.521 0.421
H -2.896 -3.463 0.995
H -1.647 -2.557 1.866
H -3.366 -2.308 2.252
H -2.518 -0.657 0.793
C 1.354 -1.417 4.350
O 1.667 -0.984 3.031
H 2.274 -1.799 4.786
H 0.989 -0.593 4.969
H 0.607 -2.215 4.345
H 0.859 -0.642 2.635
C 2.912 3.447 -5.168
O 4.331 3.411 -5.055
H 2.534 2.498 -4.795
H 2.484 4.252 -4.566
H 2.592 3.565 -6.207
H 4.679 4.245 -5.382
C -4.437 -4.321 5.001
O -4.046 -3.019 4.583
H -3.786 -5.027 4.491
H -4.319 -4.451 6.079
H -5.472 -4.539 4.725
H -4.613 -2.380 5.024
*
```

Values from the calculation:
- Highest occupied orbital energy: -8.32 eV
- Kohn-Sham gap: 8.756 eV
- SMILES: CCCN(C(=O)OCCO)P(C)C.CO.CO.CO.CO

Atomic partial charges in e from the Löwdin method, atoms 1 to 5:
1 C -0.10
2 C -0.21
3 C -0.20
4 N -0.21
5 C -0.62

***

no.,largest force on an atom (eV Å⁻¹)
1,3.61
2,2.57
3,1.88
4,2.80
5,3.11
6,2.93
7,1.99
8,0.91